Entry 1:
ORCA calculation (ωB97M-V/def2-TZVPD) on C31H23AsBrEuF6NO6P as an isolated structure in a non-equilibrium geometry.

Properties
- Energy above the lowest of the compared OMol25 structures with the same formula, charge and spin: 0.0 kcal per mole
- Calculated total energy: -222107.343 eV
- Net charge: 0
- Orbital gap (spin up / spin down): 5.94 / 6.85 eV
- <S²>: 12.01
- Spin multiplicity: 7
- Maximum force: 4.01 eV Å⁻¹

CARTESIAN COORDINATES (ANGSTROEM)
H1 2.772 1.644 3.781
O1 7.325 3.664 -1.382
F1 3.276 -2.249 1.368
O2 -1.747 1.684 3.296
F2 3.539 -0.054 0.216
H2 4.211 0.542 -2.458
H3 0.021 -3.217 -2.331
C1 -0.853 -3.651 -4.238
N1 3.465 2.245 -1.569
C2 -1.872 -3.351 -5.134
H4 5.233 4.920 -0.527
H5 -1.909 -3.843 -6.097
C3 -2.831 -2.405 -4.802
C4 1.680 1.675 5.628
C5 -2.441 -4.077 2.394
H6 -0.096 -4.376 -4.501
C6 -1.009 1.736 -1.664
C7 0.841 1.683 1.974
H7 -6.028 0.807 -0.160
F3 2.177 -0.729 -1.580
C8 -2.358 1.486 -1.279
H8 -1.719 -4.199 -0.904
H9 0.290 1.738 7.268
Eu1 1.294 1.208 -0.564
C9 -2.542 -2.701 2.553
H10 -4.461 -1.059 -0.376
C10 3.768 3.429 -1.051
F4 1.823 -2.945 -0.557
O3 -0.311 2.793 -1.411
C11 -2.052 -2.379 0.201
C12 -1.942 -3.764 0.060
H11 -2.407 -0.789 1.612
H12 -1.716 1.762 5.830
O4 -0.170 1.476 1.218
C13 4.480 1.508 -2.050
C14 -3.271 2.546 -1.084
C15 5.791 1.925 -2.030
O5 -0.326 0.680 -2.084
H13 -3.620 -2.160 -5.500
C16 -2.779 -1.764 -3.574
C17 5.045 3.952 -0.963
H14 -2.772 -2.275 3.520
H15 -1.504 1.602 2.351
H16 -2.588 -4.738 3.238
H17 6.567 1.287 -2.426
O6 1.978 1.861 1.435
C18 -4.127 -0.052 -0.598
C19 -0.795 -3.010 -3.013
F5 1.337 -0.861 0.641
C20 -2.794 0.151 -0.999
C21 0.403 1.719 6.192
C22 0.672 1.683 3.432
C23 -2.142 -4.603 1.144
H18 -2.063 -5.673 1.009
H19 -5.250 3.136 -0.578
C24 -0.607 1.699 4.008
C25 6.072 3.169 -1.465
C26 1.800 1.666 4.256
F6 4.129 -2.128 -1.015
Br1 2.326 4.457 -0.421
C27 -5.007 0.991 -0.463
C28 -1.773 -2.076 -2.663
C29 -2.341 -1.862 1.473
H20 -3.522 -1.020 -3.314
C30 -0.725 1.734 5.400
P1 -1.637 -1.199 -1.096
H21 7.945 3.030 -1.759
H22 -2.923 3.556 -1.259
H23 2.556 1.648 6.260
As1 2.776 -1.594 -0.117
C31 -4.562 2.311 -0.702



Entry 2:
ORCA calculation (ωB97M-V/def2-TZVPD) on C31H24Br2MoN4O3S as an isolated structure.

Properties
- Energy above the lowest of the compared OMol25 structures with the same formula, charge and spin: 7.6 kcal per mole
- Calculated total energy: -197403.336 eV
- Net charge: +2
- Orbital gap (spin up / spin down): 6.30 / 6.47 eV
- Maximum force: 0.69 eV Å⁻¹

CARTESIAN COORDINATES (ANGSTROEM)
H1 -0.814 -3.508 3.439
N1 1.679 -0.680 -2.399
H2 1.868 1.859 3.442
O1 1.336 0.002 -0.260
C1 -4.465 -1.259 -3.992
C2 -1.707 -1.054 -3.645
H3 -2.552 -2.383 3.768
C3 -3.536 -0.500 3.490
H4 -4.373 1.396 2.880
S1 -0.778 3.280 -0.436
H5 5.800 0.882 1.316
C4 -3.626 0.639 2.693
H6 0.493 4.174 -2.198
C5 6.327 -0.073 -0.530
C6 0.567 -3.062 -0.088
H7 1.613 -4.904 0.185
H8 -2.783 1.637 0.993
C7 4.072 0.340 0.175
H9 0.566 5.196 -0.737
N2 -1.803 -0.138 1.366
H10 -1.574 -1.491 -5.740
H11 0.946 -2.888 -1.088
C8 0.940 -4.183 0.623
C9 2.164 -0.324 -1.263
H12 -5.534 -1.338 -4.130
C10 -3.612 -1.448 -5.075
C11 0.611 4.175 -1.116
H13 1.363 1.934 1.018
C12 -1.740 -1.270 2.116
Br1 -4.690 -0.740 4.934
C13 1.020 2.425 3.082
H14 7.390 -0.002 -0.350
C14 -0.278 -0.977 -3.471
N3 -0.267 -2.132 0.409
H15 3.372 0.714 0.908
N4 0.288 -0.670 -2.353
O2 -0.574 1.867 -0.997
C15 -2.739 0.777 1.646
C16 0.745 2.473 1.725
C17 -3.962 -0.962 -2.730
C18 4.506 -0.754 -1.939
H16 1.542 3.693 -0.825
Mo1 -0.557 -0.198 -0.434
C19 -0.350 3.214 1.287
C20 -2.591 -0.862 -2.572
Br2 0.925 -5.823 2.941
H17 6.564 -1.059 -2.418
O3 -2.096 -0.572 -1.343
C21 -2.590 -1.476 3.188
C22 -1.168 3.895 2.177
C23 -0.870 3.854 3.533
H18 0.369 -1.202 -4.315
H19 0.443 3.087 5.036
H20 4.136 -1.204 -2.848
C24 5.434 0.427 0.407
C25 0.215 3.118 3.981
C26 5.863 -0.667 -1.696
H21 -4.617 -0.814 -1.884
H22 -4.018 -1.674 -6.049
C27 -0.774 -2.301 1.662
H23 -2.016 4.459 1.817
C28 -2.242 -1.346 -4.903
C29 -0.428 -3.391 2.440
C30 3.603 -0.246 -1.002
H24 -1.483 4.400 4.234
C31 0.443 -4.345 1.916



Entry 3:
ORCA calculation (ωB97M-V/def2-TZVPD) on C31H24N7O3SSeTl as an isolated structure.

Properties
- Energy above the lowest of the compared OMol25 structures with the same formula, charge and spin: 0.0 kcal per mole
- Calculated total energy: -129984.926 eV
- Net charge: 0
- Orbital gap: 7.32 eV
- Maximum force: 0.49 eV Å⁻¹

CARTESIAN COORDINATES (ANGSTROEM)
H1 -0.475 -3.127 3.201
C1 -2.491 1.401 -0.462
H2 4.621 -3.620 -2.542
C2 -1.728 0.952 -3.091
H3 3.402 5.941 0.646
H4 1.862 6.055 2.560
N1 1.477 0.620 0.991
H5 -0.278 -4.657 -0.930
H6 0.582 4.029 3.279
H7 -4.532 -3.532 0.113
C3 -0.903 -2.153 3.407
H8 -2.555 -2.934 4.514
H9 -4.800 2.504 0.526
N2 -0.239 -1.099 2.893
C4 1.468 2.826 1.736
C5 2.062 -4.780 0.511
H10 -2.696 -1.876 1.079
C6 -2.072 -2.048 4.122
N3 3.123 -1.344 -0.568
C7 -1.099 0.188 -2.071
H11 3.561 -3.342 -0.343
C8 -3.063 2.107 -1.490
C9 4.235 -2.655 -2.245
C10 2.858 5.053 0.943
N4 2.187 -5.551 -0.343
C11 2.327 1.356 0.180
C12 -0.715 0.137 3.122
H12 4.727 -1.621 -4.070
C13 -1.923 0.312 3.809
C14 3.043 3.865 0.242
C15 -0.073 -0.749 -2.435
H13 -0.469 -1.248 -4.497
O1 0.527 -1.499 -1.642
Se1 1.888 -3.604 1.905
H14 -5.063 4.177 -0.013
H15 0.662 0.096 -4.281
C16 -1.515 0.394 -0.715
N5 -1.205 -3.119 0.189
Tl1 0.826 -1.477 0.668
C17 -2.688 1.878 -2.836
N6 3.009 1.033 -0.855
C18 1.984 5.118 2.029
H16 -2.276 1.325 3.948
C19 -2.605 -0.773 4.300
N7 -0.039 1.296 2.786
H17 -2.750 1.562 0.577
C20 1.270 3.996 2.441
C21 -3.459 -3.599 0.005
S1 -2.717 -4.852 -0.890
H18 -1.430 0.799 -4.122
H19 3.911 0.579 -3.189
C22 4.298 -1.543 -3.078
C23 0.884 1.469 1.912
C24 2.330 2.763 0.665
H20 1.186 -1.569 -3.932
C25 3.836 -0.333 -2.611
H21 -3.161 2.452 -3.622
H22 3.715 3.798 -0.607
C26 3.642 -2.498 -1.012
C27 3.280 -0.247 -1.328
C28 -4.346 3.365 0.033
O2 -4.000 3.058 -1.311
C29 -1.180 -4.198 -0.548
C30 -2.512 -2.770 0.500
H23 -3.540 -0.636 4.829
O3 -1.070 -0.258 0.299
H24 -3.470 3.683 0.601
C31 0.353 -0.873 -3.881



Entry 4:
ORCA calculation (ωB97M-V/def2-TZVPD) on C31H25BrCdCl3N7OS as an isolated structure in a non-equilibrium geometry.

Properties
- Energy above the lowest of the compared OMol25 structures with the same formula, charge and spin: 483.1 kcal per mole
- Calculated total energy: -168021.597 eV
- Net charge: -2
- Orbital gap (spin up / spin down): 4.84 / 5.16 eV
- Maximum force: 9.05 eV Å⁻¹

CARTESIAN COORDINATES (ANGSTROEM)
C1 -4.719 -3.313 1.193
C2 2.243 -1.819 0.980
H1 0.517 1.750 -1.513
C3 1.176 1.868 -0.660
Br1 -1.601 3.438 3.163
H2 1.319 0.875 -6.235
C4 3.578 -2.469 4.444
C5 2.267 -1.993 2.444
H3 -4.060 4.536 1.920
H4 -0.497 -4.331 0.925
C6 1.090 -1.388 -1.107
N1 -1.465 3.005 0.453
H5 -4.196 4.437 -2.872
C7 -1.257 -4.366 0.142
C8 1.621 1.472 1.543
H6 1.296 1.038 2.483
N2 -4.579 -2.003 1.329
H7 -1.513 -5.400 -0.086
C9 2.341 2.621 -0.817
H8 -3.860 -5.229 0.686
C10 -0.224 0.258 -4.896
H9 2.720 -1.960 -2.224
N3 -2.293 -2.281 0.737
H10 -0.966 0.507 -5.641
Cl1 3.902 2.158 2.814
C11 -3.351 -1.506 1.083
H11 2.557 3.051 -1.785
C12 -3.468 4.123 1.117
O1 0.021 -1.154 2.780
C13 -0.452 -0.949 -2.654
H12 -0.817 -3.879 -0.729
Cl2 2.311 -0.715 -1.769
N4 1.145 -1.993 0.296
H13 1.922 0.473 -1.362
H14 4.500 -2.808 4.898
C14 -3.085 3.640 -1.207
H15 2.572 -2.114 6.313
H16 4.281 -2.713 2.446
C15 2.134 -0.285 -3.164
C16 -2.456 -3.585 0.578
Cl3 -0.268 2.997 -4.397
C17 3.377 -0.761 -0.733
C18 2.225 0.113 -4.477
C19 -3.472 3.648 -2.658
N5 3.523 -1.344 0.497
H17 -5.716 -3.697 1.400
C20 1.134 -1.575 3.237
Cd1 -0.604 -0.583 0.648
H18 4.170 -1.033 1.198
H19 -4.819 4.659 -0.456
N6 -0.281 -1.536 -1.510
C21 -1.879 3.066 -0.817
H20 -3.920 2.688 -2.926
C22 3.450 -2.405 3.071
H21 4.169 3.207 0.157
H22 -1.211 2.679 -1.578
C23 1.137 0.439 -5.261
C24 1.324 -1.643 4.655
C25 -3.879 4.181 -0.205
C26 2.491 -2.076 5.231
C27 -0.581 -0.408 -3.761
H23 0.481 -1.337 5.263
C28 -2.254 3.509 1.365
C29 3.214 2.708 0.241
H24 -2.587 3.768 -3.287
H25 3.240 0.258 -4.846
C30 2.835 2.111 1.436
C31 -3.701 -4.167 0.805
S1 -3.036 0.192 1.160
N7 0.785 1.344 0.505



Entry 5:
ORCA calculation (ωB97M-V/def2-TZVPD) on C31H25GePReS4SbSe2 as an isolated structure in a non-equilibrium geometry.

Properties
- Energy above the lowest of the compared OMol25 structures with the same formula, charge and spin: 18.6 kcal per mole
- Calculated total energy: -281060.595 eV
- Net charge: 0
- Orbital gap: 6.33 eV
- Maximum force: 1.35 eV Å⁻¹

CARTESIAN COORDINATES (ANGSTROEM)
H1 1.875 3.197 1.291
C1 4.126 2.752 -0.507
H2 4.201 -0.637 -0.363
H3 -4.937 -4.286 4.059
C2 -3.558 -3.287 2.765
C3 -1.747 3.135 -0.036
C4 5.474 3.005 -0.294
Sb1 2.696 -5.233 -0.078
H4 0.830 0.791 -6.656
H5 3.455 3.590 -0.663
C5 -0.074 4.063 1.418
Se1 -0.007 -2.763 2.131
C6 -3.901 -3.613 0.399
C7 -3.558 0.081 1.597
H6 0.217 4.769 2.185
C8 0.510 2.267 -0.092
H7 7.408 2.147 0.058
C9 -0.812 2.248 -0.546
H8 0.625 2.956 -2.978
C10 -1.764 1.623 3.053
S1 4.644 -5.780 -0.965
C11 -3.961 1.293 2.130
H9 -2.996 -2.851 3.584
C12 -5.375 -4.651 1.987
C13 3.644 1.443 -0.535
C14 -3.065 2.060 2.866
C15 -2.254 -0.369 1.801
H10 2.178 -1.049 -3.046
Ge1 1.784 1.077 -0.932
C16 -1.355 0.409 2.521
C17 0.678 1.992 -4.887
S2 1.158 -6.439 0.941
C18 5.891 0.644 -0.142
H11 -3.384 3.004 3.287
P1 -1.773 -1.972 1.121
C19 0.890 2.052 -3.516
H12 6.575 -0.183 0.000
C20 -5.003 -4.413 0.674
C21 1.001 0.840 -5.588
H13 5.833 4.026 -0.276
C22 -1.375 4.051 0.939
H14 -5.561 -4.857 -0.139
H15 -3.589 -3.447 -0.625
H16 -4.266 -0.523 1.041
H17 -2.104 4.748 1.332
C23 0.863 3.174 0.905
C24 -4.650 -4.091 3.034
C25 1.505 -0.757 -0.281
H18 -1.115 1.536 -1.306
S3 1.641 -3.656 -1.807
C26 1.432 0.964 -2.834
C27 6.357 1.950 -0.110
H19 1.791 -1.152 -5.463
C28 4.542 0.392 -0.352
H20 -1.062 2.228 3.612
S4 3.171 -3.058 1.168
H21 -2.767 3.109 -0.400
H22 0.258 2.845 -5.405
H23 -6.227 -5.283 2.200
C29 -3.184 -3.047 1.444
C30 1.541 -0.250 -4.919
H24 -0.341 0.059 2.675
H25 -4.977 1.636 1.981
C31 1.758 -0.187 -3.551
Re1 1.367 -2.411 0.037
Se2 -1.177 -1.915 -0.944



Entry 6:
ORCA calculation (ωB97M-V/def2-TZVPD) on C31H25ILiN6O2S as an isolated structure in a non-equilibrium geometry.

Properties
- Energy above the lowest of the compared OMol25 structures with the same formula, charge and spin: 0.0 kcal per mole
- Calculated total energy: -64728.838 eV
- Net charge: -1
- Orbital gap: 6.02 eV
- Maximum force: 2.96 eV Å⁻¹

CARTESIAN COORDINATES (ANGSTROEM)
H1 -2.449 -1.373 -4.908
S1 -0.491 2.340 1.325
H2 -4.461 -3.022 2.932
H3 -2.688 -1.814 -2.386
C1 1.477 0.980 2.415
C2 -5.565 2.317 -0.021
H4 5.743 0.693 2.009
H5 0.365 2.518 -5.088
C3 -3.461 -3.098 2.528
C4 -0.846 0.911 -2.250
N1 -3.986 0.825 0.640
H6 -0.749 0.178 -5.562
H7 2.984 -0.330 3.095
H8 4.337 3.431 1.555
H9 -5.202 3.609 1.745
H10 2.034 3.941 0.848
N2 -0.557 1.400 -0.005
C5 3.807 1.546 2.442
C6 -0.605 1.189 -3.650
C7 3.506 2.755 1.791
H11 -0.790 -5.153 2.296
H12 5.741 2.318 2.801
C8 2.771 0.673 2.720
H13 5.443 -3.016 -2.186
Li1 -1.888 -0.123 0.312
C9 -3.087 -2.140 1.585
C10 -2.099 -0.974 -2.763
I1 -6.918 3.154 -1.366
C11 2.830 -3.546 -0.035
C12 5.271 1.319 2.781
H14 0.949 4.287 -3.370
C13 -4.976 1.068 -0.274
C14 0.098 2.410 -4.037
H15 4.590 -4.638 -0.414
C15 -1.920 -0.813 -4.124
H16 0.725 3.662 -0.917
N3 -3.984 1.886 1.479
N4 0.700 -2.374 0.070
C16 -4.924 2.780 1.116
H17 -5.234 0.278 -0.934
H18 2.461 -4.252 0.681
H19 0.672 0.250 2.530
O1 -0.821 3.722 1.146
H20 4.027 -1.011 -2.725
C17 -1.840 -2.126 0.981
C18 -2.559 -4.079 2.919
C19 1.972 -2.540 -0.478
C20 2.438 -1.591 -1.412
H21 -3.229 1.958 2.176
H22 -2.717 -4.645 3.889
C21 2.224 3.057 1.431
C22 -1.036 -3.268 1.266
C23 3.697 -1.746 -1.983
C24 0.485 3.334 -3.067
O2 -1.251 1.519 2.293
C25 -1.420 -4.293 2.167
C26 4.046 -3.742 -0.684
H23 5.417 0.802 3.760
C27 -0.347 1.833 -1.252
N5 -1.573 -0.173 -1.874
H24 -3.844 -1.410 1.258
H25 1.682 -0.911 -1.792
C28 1.181 2.204 1.838
N6 0.189 -3.392 0.629
C29 -1.116 0.212 -4.536
C30 0.248 3.064 -1.703
C31 4.521 -2.831 -1.651



Entry 7:
ORCA calculation (ωB97M-V/def2-TZVPD) on C31H25NO2RbTe as an isolated structure.

Properties
- Energy above the lowest of the compared OMol25 structures with the same formula, charge and spin: 0.0 kcal per mole
- Calculated total energy: -46087.540 eV
- Net charge: -1
- Orbital gap: 5.89 eV
- Maximum force: 0.74 eV Å⁻¹

CARTESIAN COORDINATES (ANGSTROEM)
C1 2.775 0.531 -0.706
C2 -3.754 -0.765 0.417
H1 1.368 -2.651 -7.445
C3 -6.554 1.558 1.299
C4 1.774 1.202 6.435
C5 -3.822 1.790 0.423
H2 -4.238 3.895 0.439
C6 1.976 0.741 4.058
C7 -5.979 2.820 1.047
C8 5.522 0.237 -0.370
H3 3.179 0.448 -2.791
H4 -7.580 1.471 1.632
H5 -0.336 -3.930 -3.732
Te1 -1.016 0.620 -2.613
H6 2.231 1.479 7.378
H7 -1.226 0.526 5.076
C9 4.991 0.285 -1.630
C10 0.374 0.621 -4.261
H8 1.287 -0.310 -6.663
C11 -0.028 -1.821 -3.931
H9 5.631 0.206 -2.499
H10 6.229 0.092 2.273
H11 -5.296 -2.255 0.118
C12 4.691 0.337 0.765
H12 -6.232 -0.522 1.283
Rb1 -0.646 0.631 1.099
C13 0.026 -3.138 -4.378
N1 2.435 0.620 1.658
C14 0.525 -3.441 -5.634
C15 -4.688 2.928 0.630
H13 -3.729 -2.871 0.672
C16 0.982 -2.423 -6.459
H14 0.187 -1.675 -1.797
C17 5.172 0.257 2.094
C18 4.299 0.365 3.125
C19 -4.436 0.495 0.664
C20 0.582 0.543 3.901
C21 3.297 0.497 0.611
H15 1.354 0.956 -3.922
H16 3.604 1.322 5.401
C22 0.936 -1.109 -6.020
H17 -1.464 -2.021 -2.311
H18 -0.221 1.034 7.221
H19 1.704 0.627 -0.835
H20 0.030 1.304 -5.036
O1 -2.636 -0.876 -0.095
C23 2.897 0.582 2.894
C24 3.599 0.428 -1.793
H21 4.664 0.257 4.134
H22 6.590 0.116 -0.222
O2 -2.628 1.976 0.069
C25 -0.559 -1.475 -2.568
H23 -4.833 -2.062 1.809
C26 -5.782 0.445 1.104
C27 -4.454 -2.069 0.788
C28 2.549 1.092 5.295
C29 0.432 -0.798 -4.761
C30 0.409 0.963 6.339
H24 0.552 -4.469 -5.972
H25 -6.570 3.719 1.189
C31 -0.144 0.662 5.102